1.
The following is a quantum chemistry calculation of a molecular structure, C38H37FN6O10S3V, from the Open Molecules 2025 dataset.

Output
F_max: 0.66 eV/A
2S+1: 2
net charge: +2
E_HOMO (alpha / beta): -12.172 / -12.174 eV
energy: -4789.1777 a.u.

Each line ends with the Löwdin charge.
Positions of all 96 atoms, in Å:
V  -0.58  -0.82  2.00  1.194
C  -0.74  -4.71  4.89  0.006
O  -0.38  -3.94  3.73  0.055
C  -1.30  -3.35  3.01  -0.517
O  -0.92  -2.71  1.99  -0.022
N  -2.58  -3.47  3.33  0.055
N  -3.51  -2.71  2.62  0.098
H  0.20  -5.07  5.30  0.112
H  -1.36  -5.56  4.61  0.111
H  -1.24  -4.08  5.63  0.096
H  -2.86  -3.96  4.17  0.153
H  -3.86  -1.96  3.21  0.106
H  -4.28  -3.29  2.32  0.110
C  6.04  0.30  -2.01  -0.050
C  4.98  1.33  -1.65  -0.170
N  3.72  0.71  -1.21  -0.004
C  3.47  0.59  0.09  0.057
C  2.35  0.00  0.62  -0.030
C  2.25  -0.05  2.11  -0.506
O  3.16  0.29  2.82  0.151
O  1.10  -0.50  2.59  -0.102
C  1.37  -0.53  -0.24  -0.246
O  0.30  -1.07  0.15  -0.041
C  1.64  -0.43  -1.66  -0.041
C  0.70  -0.91  -2.58  0.107
C  0.93  -0.78  -3.92  -0.178
F  -0.01  -1.19  -4.79  0.085
C  2.10  -0.19  -4.42  -0.142
C  3.02  0.30  -3.51  0.071
C  2.80  0.20  -2.13  -0.111
N  2.37  -0.07  -5.81  -0.092
C  1.87  -1.08  -6.73  -0.144
C  2.75  -1.11  -7.96  -0.076
N  2.76  0.26  -8.59  0.065
C  3.21  1.31  -7.62  -0.080
C  2.32  1.26  -6.39  -0.132
H  6.95  0.80  -2.32  0.089
H  5.71  -0.35  -2.82  0.072
H  6.27  -0.32  -1.14  0.090
H  4.76  2.01  -2.47  0.119
H  5.32  1.95  -0.82  0.129
H  4.22  0.98  0.77  0.163
H  -0.22  -1.34  -2.22  0.130
H  3.94  0.72  -3.90  0.118
H  0.83  -0.90  -7.02  0.135
H  1.91  -2.06  -6.26  0.149
H  2.38  -1.82  -8.70  0.144
H  3.78  -1.35  -7.71  0.144
H  1.82  0.48  -8.91  0.187
H  3.36  0.26  -9.42  0.189
H  3.16  2.28  -8.12  0.143
H  4.25  1.09  -7.37  0.143
H  1.30  1.55  -6.66  0.144
H  2.68  1.99  -5.67  0.138
O  -1.56  1.36  3.74  0.068
C  -1.54  0.31  4.34  -0.501
O  -1.31  -0.85  3.75  -0.147
C  -1.76  0.22  5.82  -0.116
C  -1.35  -0.89  6.55  0.000
C  -1.55  -0.93  7.92  0.018
C  -2.17  0.15  8.53  -0.126
C  -2.58  1.27  7.82  0.030
C  -2.36  1.30  6.46  0.020
N  -2.40  0.10  9.99  -0.349
O  -2.93  1.06  10.50  0.100
O  -2.04  -0.90  10.57  0.090
H  -0.85  -1.70  6.04  0.106
H  -1.23  -1.76  8.52  0.123
H  -3.05  2.09  8.35  0.128
H  -2.65  2.17  5.87  0.128
O  -1.84  -0.01  1.16  -0.212
C  -2.13  1.05  0.24  -0.483
C  -0.87  1.88  0.04  -0.468
C  -0.25  2.22  -1.12  -0.121
C  0.91  3.02  -0.92  -0.169
C  1.14  3.26  0.40  -0.367
S  -0.04  2.53  1.41  1.120
C  -3.26  1.85  0.84  -0.498
C  -4.43  1.33  1.31  -0.106
C  -5.33  2.33  1.76  -0.159
C  -4.83  3.58  1.61  -0.382
S  -3.27  3.57  0.91  1.075
C  -2.60  0.38  -1.03  -0.457
C  -2.66  -0.96  -1.29  -0.120
C  -3.25  -1.25  -2.55  -0.171
C  -3.64  -0.13  -3.21  -0.391
S  -3.29  1.29  -2.31  1.088
H  -0.61  1.92  -2.10  0.094
H  1.52  3.43  -1.71  0.105
H  1.93  3.85  0.85  0.082
H  -4.64  0.27  1.33  0.121
H  -6.31  2.12  2.18  0.109
H  -5.29  4.52  1.87  0.075
H  -2.31  -1.71  -0.59  0.113
H  -3.40  -2.25  -2.93  0.108
H  -4.12  -0.06  -4.17  0.071

=====

2.
The following is a quantum chemistry calculation of a molecular structure, C38H37N4O2P2PdS, from the Open Molecules 2025 dataset.

Output
F_max: 0.35 eV/A
2S+1: 1
net charge: -1
E_HOMO: -3.052 eV
energy: -3048.7128 a.u.

Each line ends with the Löwdin charge.
Positions of all 85 atoms, in Å:
Pd  -0.40  -0.78  1.00  0.121
C  -3.47  -1.47  0.27  -0.395
C  -2.76  -1.62  -1.07  -0.402
P  -0.95  -2.00  -0.82  0.914
C  -0.52  -2.28  -2.60  -0.339
C  0.20  -3.40  -3.02  -0.091
C  0.59  -3.54  -4.35  -0.101
C  0.29  -2.55  -5.28  -0.116
C  -0.41  -1.43  -4.86  -0.103
C  -0.80  -1.29  -3.54  -0.104
C  -1.05  -3.76  -0.27  -0.367
C  -2.08  -4.64  -0.59  -0.098
C  -2.08  -5.95  -0.12  -0.099
C  -1.04  -6.41  0.67  -0.105
C  0.00  -5.55  0.99  -0.087
C  -0.01  -4.24  0.54  -0.138
P  -2.55  -0.23  1.29  0.906
C  -3.05  1.29  0.37  -0.349
C  -4.38  1.70  0.24  -0.095
C  -4.71  2.82  -0.51  -0.099
C  -3.71  3.55  -1.14  -0.109
C  -2.38  3.16  -1.01  -0.086
C  -2.06  2.04  -0.26  -0.095
C  -3.66  -0.06  2.75  -0.368
C  -4.44  -1.11  3.23  -0.095
C  -5.15  -0.98  4.42  -0.103
C  -5.08  0.20  5.15  -0.111
C  -4.28  1.24  4.69  -0.089
C  -3.57  1.11  3.50  -0.111
H  -3.44  -2.43  0.81  0.064
H  -4.53  -1.20  0.14  0.080
H  -2.82  -0.67  -1.61  0.062
H  -3.24  -2.37  -1.70  0.069
H  0.45  -4.18  -2.32  0.096
H  1.14  -4.42  -4.65  0.095
H  0.59  -2.66  -6.31  0.090
H  -0.65  -0.64  -5.57  0.095
H  -1.32  -0.39  -3.24  0.095
H  -2.90  -4.32  -1.22  0.094
H  -2.90  -6.61  -0.38  0.094
H  -1.04  -7.43  1.04  0.093
H  0.82  -5.89  1.62  0.100
H  0.78  -3.56  0.82  0.055
H  -5.16  1.14  0.74  0.104
H  -5.75  3.12  -0.60  0.093
H  -3.96  4.43  -1.72  0.092
H  -1.60  3.73  -1.49  0.098
H  -1.02  1.72  -0.14  0.072
H  -4.51  -2.04  2.68  0.090
H  -5.76  -1.80  4.78  0.094
H  -5.62  0.30  6.08  0.091
H  -4.20  2.16  5.26  0.100
H  -2.92  1.92  3.18  0.090
C  0.70  5.19  3.37  -0.038
N  1.03  4.02  2.57  -0.053
C  2.15  4.03  1.79  -0.095
C  2.52  2.95  1.09  -0.018
C  1.68  1.76  1.14  -0.560
O  1.98  0.74  0.51  -0.051
N  0.56  1.80  1.91  0.149
C  0.24  2.86  2.66  -0.526
O  -0.71  2.87  3.47  -0.052
H  1.42  5.33  4.17  0.075
H  -0.28  5.03  3.80  0.081
H  0.67  6.08  2.74  0.084
H  2.71  4.96  1.80  0.120
H  3.41  2.96  0.47  0.099
N  -0.42  0.15  4.40  0.110
C  0.65  -0.51  3.94  -0.895
S  0.56  -2.04  3.25  0.579
N  1.88  0.06  4.05  0.055
C  2.29  1.28  4.61  -0.231
C  3.48  1.82  4.13  -0.035
C  4.00  2.99  4.67  -0.097
C  3.33  3.63  5.70  -0.121
C  2.14  3.09  6.17  -0.093
C  1.62  1.93  5.64  -0.024
H  -1.28  -0.31  4.15  0.061
H  -0.47  1.17  4.21  0.058
H  2.57  -0.44  3.52  0.113
H  3.99  1.34  3.30  0.118
H  4.92  3.39  4.27  0.101
H  3.73  4.54  6.13  0.093
H  1.60  3.59  6.97  0.102
H  0.69  1.52  6.03  0.106

=====

3.
The following is a quantum chemistry calculation of a molecular structure, C38H38AsN5O4S2V, from the Open Molecules 2025 dataset.

Output
F_max: 3.39 eV/A
2S+1: 3
net charge: +1
E_HOMO (alpha / beta): -10.142 / -10.538 eV
energy: -6021.6439 a.u.

Each line ends with the Löwdin charge.
Positions of all 89 atoms, in Å:
V  1.41  -0.80  0.07  0.756
N  3.94  0.02  -2.10  0.154
C  3.32  -1.15  -2.33  -0.659
N  2.16  -1.49  -1.84  -0.014
C  1.76  -2.73  -2.27  -0.311
C  2.62  -3.34  -3.13  -0.315
S  3.99  -2.34  -3.43  1.101
C  0.54  -3.27  -1.70  -0.320
C  -0.29  -4.26  -2.12  -0.315
S  -1.59  -4.48  -1.00  1.085
C  -0.90  -3.21  0.00  -0.675
N  0.18  -2.70  -0.51  0.020
N  -1.46  -2.76  1.14  0.138
H  3.64  0.57  -1.31  0.078
H  4.89  0.12  -2.41  0.113
H  2.53  -4.30  -3.59  0.081
H  -0.24  -4.84  -3.02  0.077
H  -2.19  -3.29  1.57  0.111
H  -0.84  -2.23  1.75  0.080
C  -3.41  1.13  -5.81  -0.040
C  -2.72  0.93  -4.50  -0.258
C  -3.41  0.63  -3.34  -0.005
C  -2.76  0.51  -2.12  -0.301
C  -3.56  0.18  -0.89  -0.063
C  -1.37  0.71  -2.04  -0.281
As  -0.64  0.55  -0.19  1.390
N  1.17  0.89  -0.22  -0.365
C  1.87  2.05  -0.11  -0.352
C  3.10  2.01  0.59  -0.047
C  3.85  3.16  0.74  -0.075
C  3.42  4.36  0.21  -0.079
C  2.22  4.41  -0.48  -0.060
C  1.45  3.28  -0.64  -0.027
C  -1.33  2.16  0.81  -0.227
C  -1.33  2.01  2.21  -0.279
C  -1.05  0.69  2.86  -0.072
C  -1.64  3.09  3.02  -0.005
C  -2.00  4.32  2.50  -0.254
C  -2.37  5.47  3.38  -0.038
C  -2.09  4.43  1.12  -0.009
C  -1.77  3.38  0.26  -0.270
C  -2.03  3.63  -1.19  -0.046
C  -0.66  0.94  -3.22  -0.271
C  0.83  1.13  -3.26  -0.048
C  -1.34  1.04  -4.42  -0.010
H  -4.48  0.95  -5.73  0.078
H  -2.99  0.48  -6.58  0.085
H  -3.26  2.16  -6.14  0.089
H  -4.48  0.50  -3.38  0.117
H  -4.61  0.05  -1.13  0.085
H  -3.46  0.98  -0.14  0.069
H  -3.18  -0.75  -0.43  0.064
H  3.41  1.07  1.04  0.113
H  4.78  3.11  1.29  0.109
H  4.00  5.26  0.34  0.105
H  1.87  5.35  -0.89  0.110
H  0.52  3.32  -1.19  0.085
H  -1.74  -0.06  2.46  0.069
H  -1.22  0.77  3.93  0.085
H  -0.03  0.39  2.69  0.050
H  -1.60  2.96  4.10  0.118
H  -2.12  5.27  4.42  0.078
H  -3.44  5.66  3.32  0.090
H  -1.86  6.38  3.07  0.085
H  -2.41  5.36  0.69  0.125
H  -1.80  4.67  -1.44  0.090
H  -3.09  3.47  -1.40  0.099
H  -1.47  2.97  -1.84  0.043
H  1.31  0.57  -2.46  0.017
H  1.09  2.18  -3.17  0.086
H  1.22  0.77  -4.22  0.090
H  -0.78  1.24  -5.32  0.124
O  1.34  -1.10  1.96  -0.086
C  2.02  -2.12  1.65  -0.603
O  2.78  -2.04  0.66  -0.009
C  1.81  -3.36  2.40  -0.144
C  2.03  -4.60  1.82  -0.003
C  1.77  -5.78  2.52  0.036
C  1.31  -5.66  3.81  -0.188
O  0.99  -6.64  4.70  0.059
C  0.58  -5.97  5.88  -0.133
O  0.63  -4.58  5.67  0.053
C  1.09  -4.41  4.40  -0.188
C  1.31  -3.25  3.71  0.081
H  2.39  -4.65  0.81  0.124
H  1.92  -6.75  2.06  0.126
H  1.25  -6.26  6.71  0.146
H  -0.45  -6.27  6.14  0.144
H  1.14  -2.28  4.15  0.137

=====

Which of these has the lowest 2S+1?
C38H37N4O2P2PdS